Computed, not measured: a molecular structure, C18H35AlBBr3Cl2Mg2O12P2S2 in a non-equilibrium geometry, with the ωB97M-V functional and the def2-TZVPD basis.

```
78
Properties=species:S:1:pos:R:3:forces:R:3:lowdin_charge:R:1
C -2.70505 -1.15088 3.55045 0.1 0.2 -0.9 -0.058
B -2.13904 -1.11349 2.03214 -0.8 -0.3 0.2 -0.585
O -2.11472 0.13425 1.29741 -1.2 -1.5 4.2 -0.297
P -1.47503 -2.82054 1.35058 0.6 0.0 -1.2 0.837
C -0.53185 -2.46700 -0.26304 1.1 0.1 -0.2 -0.834
Cl -1.50597 -1.65516 -1.59216 2.5 -1.2 1.3 0.334
C 0.23522 -3.79215 -0.75128 1.1 0.4 0.7 -0.738
C 1.80812 -3.66053 -0.48818 -0.3 -0.6 -0.4 -0.123
Cl 0.01012 -4.15136 -2.51897 -0.1 -0.2 1.0 0.608
P -3.26312 -4.04127 1.09165 -1.0 1.0 1.5 0.668
C -2.92439 -5.89554 1.36836 1.7 -0.4 -0.8 -0.462
C -4.18875 -3.69650 -0.54990 0.4 -2.5 1.2 -0.661
H -3.73901 -0.69184 3.59088 1.1 -0.4 0.2 0.100
H -1.97836 -0.56897 4.18229 -0.8 -0.4 -0.3 0.091
H -2.73733 -2.20234 3.95144 0.0 1.1 -0.5 0.064
H -2.46791 0.80325 1.93221 -0.1 0.0 -0.8 0.135
H 0.29332 -1.73703 0.00988 -1.1 -0.6 -0.2 0.057
H -0.10188 -4.66999 -0.12700 0.0 0.8 -1.0 0.077
H 2.19334 -4.70418 -0.30022 -0.3 1.3 0.0 0.046
H 2.33771 -3.29989 -1.41434 -0.7 -0.1 1.0 0.077
H 2.04058 -2.98078 0.37557 -0.3 -0.8 -0.7 0.087
H -3.53932 -6.34085 2.19824 0.4 0.6 -1.0 -0.067
H -3.02043 -6.51834 0.39837 0.7 0.5 1.6 0.014
H -1.84643 -5.97986 1.71425 -1.1 0.0 -0.5 0.064
H -3.48349 -3.92530 -1.49023 -1.0 -0.5 2.1 -0.120
H -5.11181 -4.38725 -0.70819 0.8 2.6 -0.5 -0.075
H -4.54618 -2.63839 -0.66270 0.1 -1.2 1.3 -0.016
Mg -5.01513 -5.89953 0.02938 -1.2 -2.0 0.9 0.569
Br -1.41323 0.84233 -0.44448 2.5 1.6 -1.4 0.909
C 5.65377 -5.86761 -2.12287 -1.4 -0.1 0.2 0.060
C 6.73012 -5.46976 -2.81314 1.4 -0.4 0.8 -0.194
C 6.59889 -4.78664 -4.13470 -0.2 0.4 -0.9 -0.289
O 7.59473 -4.42430 -4.72019 0.1 -0.2 0.4 0.170
C 5.24951 -4.58724 -4.67095 0.3 0.0 0.1 0.109
C 4.18059 -4.98863 -3.98150 -1.1 0.4 -0.7 -0.209
C 4.31769 -5.64534 -2.65143 2.5 -0.3 0.5 -0.277
O 3.29331 -5.98037 -2.04444 -1.0 -0.7 0.3 -0.214
O 2.92524 -4.81488 -4.46062 0.7 -0.4 0.9 0.102
O 7.96892 -5.66647 -2.34648 -1.2 0.4 -0.8 0.160
H 5.73371 -6.36141 -1.16382 0.1 0.0 0.0 0.099
H 5.16466 -4.10744 -5.63648 -0.1 0.0 0.0 0.153
H 2.33096 -5.18557 -3.78309 -0.3 0.2 -0.3 0.073
H 8.56676 -5.29191 -3.02249 0.2 0.0 0.0 0.138
Br 3.31346 -7.61787 -0.41674 0.0 0.7 -0.6 0.542
Al -6.06643 -6.75187 2.96703 -0.2 0.1 -0.3 0.667
C 2.33516 4.57266 -0.00704 -0.2 0.2 -0.1 -0.228
S 1.24828 3.35982 0.76187 0.6 0.2 0.3 0.738
O 1.55681 3.33422 2.21575 -0.4 -0.1 -0.6 -0.503
C 2.01968 1.91134 0.01623 -0.2 -0.2 -0.1 -0.269
H 2.05346 5.56297 0.35179 -0.1 -0.1 0.0 0.055
H 3.36963 4.36566 0.26751 -0.1 -0.1 0.1 0.073
H 2.21662 4.53258 -1.09114 0.0 0.0 0.0 0.065
H 3.07416 1.87557 0.29046 -0.1 0.2 0.1 0.072
H 1.91308 1.95957 -1.06892 0.0 0.0 0.0 0.062
H 1.51549 1.02082 0.39004 0.0 0.1 0.0 0.018
O -5.27081 2.36414 1.25541 1.2 0.2 -0.2 -0.339
S -4.77146 2.58254 -0.10410 -6.0 -0.9 1.5 0.245
O -5.80046 2.26041 -1.08467 1.4 0.2 0.0 -0.270
O -3.57660 1.71637 -0.33480 1.7 0.5 -0.5 -0.641
O -4.33905 4.00813 -0.25875 3.5 1.1 -0.1 -0.407
C -1.26554 6.27166 2.00414 1.0 0.2 -0.1 -0.092
O -0.54896 6.93699 0.98073 -0.3 -0.3 0.2 -0.214
C -1.30161 8.00229 0.38941 0.3 0.3 -0.2 -0.180
C -0.92991 9.35249 0.98659 -0.4 0.1 0.2 -0.191
O -1.27264 9.42751 2.36409 0.2 -0.4 -0.2 -0.183
C -0.16869 9.16618 3.22258 -0.1 0.2 0.1 -0.100
H -0.54944 5.71089 2.60730 0.0 0.0 -0.1 0.099
H -1.80868 6.96065 2.65073 -0.2 -0.1 -0.1 0.106
H -1.97251 5.55975 1.54628 -0.6 -0.3 0.0 0.052
H -2.37597 7.81394 0.48445 0.0 0.0 0.1 0.133
H -1.05773 8.01243 -0.67689 0.0 0.0 0.0 0.126
H -1.50249 10.12809 0.47110 0.0 0.0 0.0 0.134
H 0.13340 9.56833 0.84063 0.0 -0.1 0.0 0.130
H 0.45113 10.06346 3.30909 0.1 -0.1 0.0 0.095
H 0.44603 8.33480 2.86967 0.0 0.0 -0.1 0.080
H -0.56000 8.91332 4.20840 0.0 0.1 -0.1 0.094
Br -3.70608 -2.54021 -2.54585 -1.7 2.1 -6.3 0.396
Mg -2.18015 3.64710 -0.07260 -2.4 -0.9 -0.3 1.054
```
Forces are in eV/Å.

As for the max |F|: 6.88 eV/A. As for the charge: +2. Its molar mass is 966.6 g mol⁻¹. The value obtained for the energy is -12397.54140 Eh. The calculation puts the lowest unoccupied orbital energy at -9.3 eV.